ORCA calculation (ωB97M-V/def2-TZVPD) on 2 unconnected molecules or ions with the total composition C5H6O2.

Calculated values
HOMO energy: -10.09 eV
HOMO-LUMO gap: 10.58 eV
SMILES: C#CCC=O.C=O
M: 98.10 g/mol

Last column: natural (NBO) charge in e.
Atoms and positions in Å:
1 C 2.26 -0.63 0.00  -0.22
2 C 1.11 -0.96 -0.17  -0.02
3 C -0.27 -1.38 -0.36  -0.60
4 C -1.16 -0.87 0.77  0.45
5 O -2.22 -0.33 0.56  -0.51
6 H 3.27 -0.32 0.13  0.25
7 H -0.31 -2.48 -0.40  0.26
8 H -0.68 -1.00 -1.31  0.26
9 H -0.75 -0.94 1.80  0.13
10 C -0.31 2.22 -0.26  0.28
11 O 0.46 3.14 -0.28  -0.50
12 H -0.58 1.69 0.68  0.11
13 H -0.82 1.84 -1.17  0.11